(1)
A 3-piece molecular cluster, C31H61NO7P overall, computed with the ωB97M-V functional and the def2-TZVPD basis.

* energy relative to the best compared isomer or geometry (same formula, charge and spin): 0.0 kJ/mol
* HOMO level: -0.3955 hartree
* total charge: +1
* HOMO-LUMO gap: 7.214 eV
* LUMO: -3.55 eV
* maximum force: 0.017 Eh/bohr

Positions of all 101 atoms, in Å:
C: 8.154 -3.124 -0.014
C: 8.468 -1.648 0.255
C: 7.495 -0.705 -0.445
C: 6.115 -0.701 0.190
C: 5.138 0.277 -0.492
C: 3.792 -0.336 -0.918
C: 2.584 0.184 -0.128
C: 1.853 1.320 -0.840
C: 1.013 2.197 0.088
C: -0.337 1.564 0.484
C: -1.563 2.475 0.302
C: -2.360 2.172 -0.934
C: -1.726 1.810 -2.103
N: -2.431 1.518 -3.211
C: -3.770 1.575 -3.255
C: -4.459 1.926 -2.122
C: -3.758 2.211 -0.957
C: -4.497 2.567 0.298
O: -4.743 3.690 0.574
O: -4.744 1.512 1.113
C: -5.934 0.727 0.900
C: -5.693 -0.743 1.252
P: -4.454 -1.630 0.271
O: -3.346 -0.796 -0.236
O: -5.342 -2.279 -0.861
C: -5.070 -3.622 -1.340
C: -6.066 -4.598 -0.776
O: -3.986 -2.860 1.140
C: -3.277 -2.584 2.376
C: -1.980 -3.381 2.423
H: 7.628 -3.243 -0.960
H: 9.066 -3.712 -0.079
H: 7.548 -3.559 0.775
H: 8.403 -1.468 1.328
H: 9.484 -1.420 -0.057
H: 7.894 0.310 -0.429
H: 7.422 -0.991 -1.496
H: 6.243 -0.404 1.229
H: 5.690 -1.702 0.166
H: 4.927 1.089 0.204
H: 5.615 0.746 -1.349
H: 3.833 -1.422 -0.888
H: 3.625 -0.077 -1.965
H: 2.917 0.570 0.835
H: 1.891 -0.630 0.083
H: 1.219 0.904 -1.627
H: 2.601 1.946 -1.328
H: 1.597 2.369 0.989
H: 0.861 3.171 -0.375
H: -0.297 1.298 1.536
H: -0.478 0.628 -0.055
H: -1.247 3.516 0.267
H: -2.218 2.361 1.160
H: -0.654 1.731 -2.173
H: -1.939 1.240 -4.047
H: -4.271 1.345 -4.180
H: -5.536 1.969 -2.182
H: -6.340 0.850 -0.103
H: -6.678 1.130 1.583
H: -6.638 -1.261 1.105
H: -5.477 -0.811 2.316
H: -5.161 -3.579 -2.422
H: -4.047 -3.913 -1.121
H: -7.068 -4.187 -0.864
H: -5.872 -4.824 0.269
H: -6.042 -5.519 -1.352
H: -3.940 -2.870 3.186
H: -3.071 -1.520 2.463
H: -1.921 -4.060 1.581
H: -1.916 -3.940 3.350
H: -1.122 -2.716 2.391
C: -8.855 1.201 -5.920
C: -8.509 1.442 -4.462
O: -7.353 2.248 -4.268
C: -7.433 3.566 -4.796
C: -8.537 4.410 -4.187
H: -7.988 0.821 -6.462
H: -9.659 0.469 -5.993
H: -9.193 2.110 -6.417
H: -8.274 0.494 -3.977
H: -9.364 1.869 -3.929
H: -7.529 3.534 -5.886
H: -6.463 4.016 -4.577
H: -9.528 4.050 -4.466
H: -8.451 5.439 -4.533
H: -8.470 4.401 -3.098
C: 8.648 -0.479 7.090
C: 8.692 -1.382 5.869
O: 8.685 -0.686 4.635
C: 9.782 0.185 4.419
C: 11.131 -0.514 4.401
H: 7.819 0.226 7.012
H: 8.513 -1.078 7.991
H: 9.568 0.095 7.210
H: 7.800 -2.009 5.842
H: 9.553 -2.057 5.926
H: 9.782 0.998 5.153
H: 9.594 0.637 3.445
H: 11.408 -0.898 5.383
H: 11.908 0.184 4.089
H: 11.114 -1.353 3.704

Löwdin population analysis, charges in e, atoms 1 to 2: number 1, C, carries -0.1079; number 2, C, carries -0.2593

(2)
A 10-piece molecular cluster, C38H68BBrN12O28 overall at a distorted geometry, computed with the ωB97M-V functional and the def2-TZVPD basis.

* energy relative to the best compared isomer or geometry (same formula, charge and spin): 925.0 kJ/mol
* HOMO level: -0.2697 hartree
* SMILES string: C#C[C@@](C=C)(O[C@](C=C)(COCC)[C@@](CCO)(N=C=O)O[C@@](CCCNCc1ccccc1O)(C[C@@H](C)Br)ON=O)B(O)O.C[N+](=O)[O-].C[N+](=O)[O-].C[N+](=O)[O-].C[N+](=O)[O-].C[N+](=O)[O-].C[N+](=O)[O-].C[N+](=O)[O-].C[N+](=O)[O-].C[N+](=O)[O-]
* HOMO-LUMO gap: 6.117 eV
* LUMO: -1.22 eV
* maximum force: 0.213 Eh/bohr

Positions of all 148 atoms, in Å:
C: 0.257 3.169 1.806
C: 0.700 1.833 2.019
C: 1.071 0.239 2.378
C: 1.067 0.129 4.000
C: 2.281 0.614 4.755
O: 0.460 -0.747 1.572
C: -0.765 -1.390 1.915
C: -1.923 -0.557 2.703
C: -2.470 0.790 2.389
C: -0.414 -2.728 2.814
O: -1.584 -3.505 3.254
C: -1.206 -4.947 3.297
C: 0.002 -5.247 4.407
C: -1.472 -1.780 0.431
C: -0.788 -3.100 -0.270
C: 0.758 -2.909 -0.789
O: 0.866 -2.160 -2.086
N: -2.931 -1.948 0.767
C: -3.400 -3.219 0.652
O: -3.804 -4.517 0.684
O: -1.104 -0.634 -0.375
C: -2.012 -0.184 -1.410
C: -1.006 0.823 -2.309
C: -1.310 2.431 -1.995
C: -0.200 3.255 -2.936
N: 0.750 4.110 -2.126
C: 2.192 3.646 -2.239
C: 3.125 4.656 -1.293
C: 2.360 5.608 -0.188
C: 3.221 6.633 0.806
C: 4.855 6.684 0.680
C: 5.648 5.764 -0.436
C: 4.785 4.742 -1.424
O: 5.547 3.938 -2.433
C: -2.616 -1.261 -2.440
C: -3.400 -0.827 -3.763
C: -3.920 0.680 -3.984
Br: -2.230 -1.279 -5.373
O: -2.964 0.758 -0.787
N: -4.227 0.322 -0.804
O: -4.917 1.301 -0.486
B: 2.711 0.174 1.981
O: 3.472 -1.108 1.932
O: 3.476 1.426 1.676
H: 0.066 4.339 1.824
H: 0.154 -0.290 4.640
H: 3.215 -0.105 4.938
H: 2.398 1.729 5.146
H: -2.365 -1.059 3.693
H: -3.496 0.849 1.782
H: -2.013 1.820 2.714
H: 0.297 -3.503 2.249
H: 0.181 -2.476 3.812
H: -2.112 -5.635 3.621
H: -0.892 -5.341 2.216
H: 1.012 -4.879 3.896
H: 0.120 -6.388 4.645
H: -0.191 -4.621 5.379
H: -0.771 -4.068 0.423
H: -1.391 -3.454 -1.239
H: 1.516 -2.537 0.021
H: 1.128 -4.009 -1.074
H: 0.419 -2.710 -2.795
H: -1.050 0.603 -3.454
H: 0.138 0.676 -2.000
H: -1.078 2.717 -0.859
H: -2.376 2.779 -2.328
H: -0.753 3.875 -3.761
H: 0.482 2.461 -3.511
H: 0.736 5.066 -2.544
H: 2.550 3.747 -3.349
H: 2.316 2.518 -1.904
H: 1.183 5.613 -0.001
H: 2.614 7.296 1.592
H: 5.422 7.417 1.422
H: 6.815 5.866 -0.472
H: 5.907 4.649 -3.068
H: -3.331 -2.003 -1.836
H: -1.708 -1.958 -2.784
H: -4.341 -1.551 -3.892
H: -4.808 1.038 -3.270
H: -3.125 1.538 -3.956
H: -4.398 0.733 -5.078
H: 3.684 -1.233 0.942
H: 3.173 1.665 0.731
C: 1.865 -5.357 -5.531
N: 1.293 -4.745 -4.302
O: 0.268 -4.067 -4.432
O: 1.890 -4.963 -3.241
H: 1.242 -5.084 -6.385
H: 2.878 -4.967 -5.653
H: 1.871 -6.439 -5.389
C: -6.357 -1.470 0.767
N: -7.425 -1.864 1.725
O: -7.079 -2.123 2.884
O: -8.580 -1.903 1.286
H: -5.396 -1.479 1.287
H: -6.361 -2.196 -0.048
H: -6.591 -0.466 0.407
C: -1.599 -1.146 7.677
N: -0.440 -0.259 7.387
O: -0.598 0.954 7.566
O: 0.594 -0.806 6.987
H: -2.436 -0.534 8.019
H: -1.854 -1.668 6.753
H: -1.291 -1.846 8.456
C: -7.399 2.312 -1.579
N: -7.974 3.446 -2.351
O: -7.316 3.872 -3.307
O: -9.072 3.876 -1.977
H: -6.437 2.038 -2.017
H: -7.271 2.647 -0.547
H: -8.103 1.480 -1.641
C: 6.398 -1.780 2.515
N: 7.195 -3.015 2.290
O: 6.573 -4.079 2.182
O: 8.423 -2.883 2.228
H: 5.338 -2.043 2.547
H: 6.717 -1.350 3.466
H: 6.601 -1.101 1.684
C: -8.986 5.772 0.993
N: -8.022 5.844 2.124
O: -6.843 5.561 1.882
O: -8.476 6.183 3.223
H: -8.452 5.463 0.092
H: -9.751 5.039 1.258
H: -9.417 6.767 0.863
C: 4.902 8.920 -2.824
N: 3.746 7.985 -2.749
O: 3.032 8.049 -1.742
O: 3.589 7.215 -3.703
H: 4.917 9.535 -1.922
H: 5.809 8.317 -2.895
H: 4.766 9.541 -3.712
C: 9.122 -3.646 -0.847
N: 8.547 -2.513 -1.620
O: 9.206 -2.087 -2.576
O: 7.450 -2.083 -1.245
H: 10.084 -3.921 -1.286
H: 9.250 -3.311 0.184
H: 8.419 -4.479 -0.910
C: 1.427 -8.202 -2.847
N: 2.497 -9.042 -3.448
O: 3.334 -9.528 -2.679
O: 2.466 -9.191 -4.675
H: 1.577 -8.158 -1.766
H: 1.503 -7.206 -3.288
H: 0.469 -8.669 -3.085

Löwdin population analysis, charges in e, atoms 1 to 2: number 1, C, carries 0.0910; number 2, C, carries 0.0322

(3)
A 5-piece molecular cluster, H10O5 overall at a distorted geometry, computed with the ωB97M-V functional and the def2-TZVPD basis.

* energy relative to the best compared isomer or geometry (same formula, charge and spin): 147.7 kJ/mol
* HOMO level (spin up / spin down): -0.5465 / -0.5411 hartree
* total charge: +1
* HOMO-LUMO gap (spin up / spin down): 11.167 / 2.720 eV
* spin multiplicity: 2
* LUMO (spin up / spin down): -3.70 / -12.00 eV
* maximum force: 0.032 Eh/bohr

Positions of all 15 atoms, in Å:
O: -0.506 0.642 2.718
H: -0.530 1.542 2.393
H: -0.564 0.101 1.930
O: 3.111 -1.315 0.214
H: 2.731 -0.686 -0.400
H: 2.735 -1.080 1.062
O: 0.924 1.170 -0.837
H: 0.940 2.105 -0.633
H: 1.524 1.075 -1.577
O: -3.251 -0.098 -1.555
H: -2.421 -0.351 -1.150
H: -3.587 -0.908 -1.938
O: -0.719 -0.771 0.092
H: -0.091 -1.462 -0.118
H: -0.295 0.036 -0.200

Löwdin population analysis, charges in e, atoms 1 to 2: number 1, O, carries 0.2466; number 2, H, carries 0.1041

(4)
A 6-piece molecular cluster, H12O5S overall at a distorted geometry, computed with the ωB97M-V functional and the def2-TZVPD basis.

* energy relative to the best compared isomer or geometry (same formula, charge and spin): 139.3 kJ/mol
* HOMO level (spin up / spin down): 0.0292 / -0.2659 hartree
* total charge: -1
* HOMO-LUMO gap (spin up / spin down): 2.193 / 10.259 eV
* spin multiplicity: 2
* LUMO (spin up / spin down): 2.99 / 3.02 eV
* maximum force: 0.090 Eh/bohr

Positions of all 18 atoms, in Å:
S: -3.490 2.759 4.822
H: -3.379 1.703 4.032
H: -4.418 2.218 5.528
H: 1.249 -2.439 -1.685
H: 0.036 -1.603 -2.266
O: 0.871 -1.996 -2.490
H: 3.782 0.021 -0.491
H: 3.127 0.841 -1.578
O: 3.010 -0.074 -0.994
H: -0.312 0.953 1.249
H: 1.024 0.445 0.404
O: 0.237 0.137 1.007
H: 2.838 0.108 -4.016
H: 1.690 -0.582 -3.244
O: 2.118 0.214 -3.436
H: -3.416 -1.409 1.251
H: -2.079 -0.585 1.178
O: -2.888 -0.711 0.730

Löwdin population analysis, charges in e, atoms 1 to 2: number 1, S, carries 0.3586; number 2, H, carries -0.2523

The following DFT total energy values (in eV) correspond, in order, to the records above: -58243.3516 -186378.7592 -10388.2934 -21265.7416.